Here is a cluster of 2 separate species, C18H27Br2ClNO3P in total from the OMol25 dataset. Energies are from ωB97M-V/def2-TZVPD.

**Net charge**: 0
**LUMO level**: -2.27 eV
**HOMO energy**: -5.3 eV
**Frontier orbital gap**: 3.02 eV

Cartesian coordinates (Å):
C 2.3186 2.2877 3.5595
C 1.0878 1.7942 3.5741
C 0.3586 1.2539 2.3897
C 0.7541 -0.0224 1.9162
P 2.1644 -0.7929 2.8881
O 1.6912 -2.3652 3.1574
Br 3.9444 -0.9408 1.5132
C 0.0811 -0.5565 0.8286
C 0.4251 -1.9447 0.3223
C 1.6661 -2.0763 -0.6153
C 1.3800 -2.9314 -1.8816
C 1.9488 -2.2917 -3.1856
C -0.9367 0.2053 0.2327
C -1.6063 -0.3627 -0.9490
C -0.7880 -0.1738 -2.2526
C -0.2889 1.2753 -2.4920
C 1.2075 1.5093 -2.1480
N -1.2559 1.3875 0.7448
Cl -2.5122 2.2595 -0.0211
C -0.6430 1.9484 1.8344
C -1.1711 3.3011 2.2297
C -0.5777 4.0109 3.4290
O -0.8667 3.8123 4.5763
Br 0.7915 5.3652 3.0286
H 2.7333 2.7798 2.6862
H 2.8912 2.2280 4.4769
H 0.5433 1.8114 4.5163
H 0.7803 -2.2859 3.4822
H 0.6140 -2.5536 1.2045
H -0.4045 -2.4303 -0.1851
H 2.4001 -2.6555 -0.0593
H 2.1529 -1.1348 -0.8513
H 0.3040 -3.0301 -2.0425
H 1.7538 -3.9440 -1.7392
H 2.6056 -2.9728 -3.7237
H 1.1174 -2.0958 -3.8646
H 2.4278 -1.3417 -2.9541
H -2.5952 0.0503 -1.1360
H -1.7741 -1.4437 -0.8451
H 0.0863 -0.8159 -2.1956
H -1.4172 -0.4415 -3.0966
H -0.3864 1.4732 -3.5613
H -0.8830 2.0425 -1.9981
H 1.3636 2.4001 -1.5386
H 1.8416 1.5091 -3.0314
H 1.5400 0.6687 -1.5345
H -2.2472 3.2110 2.4044
H -1.0868 3.9642 1.3655
C -4.6803 -2.2027 -1.6979
O -3.4947 -2.8057 -1.8882
H -4.7904 -1.5994 -0.7502
H -4.9967 -1.4625 -2.4805
H -5.5714 -2.8744 -1.6415